112
Properties=species:S:1:pos:R:3:forces:R:3:mulliken_charge:R:1 method="wB97M-V/def2-TZVPD" relative_energy_kcal_mol=0.0 gap_ha=0.24971 total_charge=-1 e_homo_ev=-5.2 energy_ha=-12425.5568
Sn 0.236831 0.897487 0.351953 -0.1 0.3 0.4 3.781
Cl 5.695775 5.056250 1.108785 0.0 0.0 0.0 -0.250
C 4.685332 3.654766 1.023228 -0.1 0.2 0.0 0.740
C 5.231266 2.392830 1.137941 0.1 -0.2 0.0 -0.078
Cl 6.933020 2.189544 1.380128 0.0 0.0 0.0 -0.244
C 4.398334 1.267285 1.056637 0.1 0.0 0.0 1.194
Cl 5.053027 -0.333700 1.209609 0.0 0.0 0.1 -0.194
C 3.037801 1.400921 0.854131 0.0 -0.3 0.0 -1.515
O 2.207714 0.369684 0.733407 0.1 0.1 0.1 0.048
C 2.481980 2.691384 0.741515 -0.4 0.1 -0.1 -0.390
O 1.182689 2.760699 0.527281 0.2 -0.1 -0.1 -0.026
C 3.304913 3.800503 0.831125 0.1 0.1 0.0 -0.011
Cl 2.576149 5.360335 0.679099 0.0 0.0 0.1 -0.210
Br -5.372645 -3.668511 0.225343 0.0 0.0 0.0 -0.159
C -3.850384 -2.549562 0.271730 0.0 0.0 0.0 -1.087
C -3.976895 -1.218083 0.606068 0.0 0.0 0.0 -0.724
C -2.820544 -0.457633 0.612888 -0.1 0.0 0.0 -0.219
N -1.613355 -0.940230 0.342259 0.0 0.0 0.2 0.877
C -1.497081 -2.246009 0.092437 0.1 0.1 0.0 -0.106
C -2.604873 -3.081194 0.011325 -0.1 0.0 0.0 -0.433
C -0.118887 -2.794859 0.012393 0.0 0.0 0.0 0.540
C 0.110974 -4.135705 -0.280732 0.0 0.0 0.0 -1.019
C 1.404800 -4.600147 -0.182492 0.0 0.0 0.0 -0.788
Br 1.773509 -6.421440 -0.536206 0.0 0.0 0.0 -0.142
C 2.426622 -3.743450 0.166239 0.0 0.0 0.0 -1.306
C 2.098207 -2.414376 0.382483 0.0 0.0 0.0 -0.167
N 0.852750 -1.949686 0.328606 0.1 0.0 0.0 1.722
H -4.927280 -0.770919 0.856627 0.0 0.0 0.0 0.664
H -2.873088 0.590545 0.863055 0.0 0.0 0.0 -0.513
H -2.503656 -4.133672 -0.198534 0.0 0.0 0.0 0.636
H -0.683444 -4.809332 -0.560382 0.0 0.0 0.0 0.630
H 3.451067 -4.075119 0.242604 0.0 0.0 0.0 0.640
H 2.861074 -1.690628 0.620554 0.0 0.0 0.0 -0.277
C -5.922036 4.103721 3.630014 0.0 0.0 0.0 -1.622
C -4.894165 3.699908 2.607226 0.0 0.0 0.0 0.874
C -3.550495 3.989198 2.784398 0.0 0.0 0.0 -1.182
C -2.577932 3.621421 1.857589 0.0 0.0 0.0 0.806
C -1.153682 4.014991 2.108820 0.0 0.0 0.0 -1.387
C -2.969894 2.910151 0.713565 0.0 0.0 -0.1 -0.298
Se -1.690624 2.378425 -0.632371 0.0 0.0 0.0 -0.136
C -4.331662 2.634196 0.496179 -0.1 0.0 0.0 1.394
C -4.865971 1.954464 -0.741366 0.0 0.0 0.0 -1.732
C -5.264659 3.033114 1.449271 0.0 0.0 0.0 -0.753
H -5.461999 4.652855 4.450995 0.0 0.0 0.0 0.347
H -6.421462 3.228539 4.050881 0.0 0.0 0.0 0.317
H -6.692628 4.738501 3.187941 0.0 0.0 0.0 0.363
H -3.235666 4.526528 3.672588 0.0 0.0 0.0 0.286
H -1.099286 4.732601 2.927590 0.0 0.0 0.0 0.438
H -0.703877 4.449748 1.215798 0.0 0.0 0.0 0.253
H -0.542662 3.152500 2.373674 0.0 0.1 0.0 0.142
H -4.090380 1.429280 -1.293040 0.0 0.0 0.0 0.109
H -5.308488 2.695454 -1.411613 0.0 0.0 0.0 0.421
H -5.654758 1.245760 -0.481090 0.0 0.0 0.0 0.393
H -6.313767 2.813334 1.271150 0.0 0.0 0.0 0.393
C -1.603698 -5.286007 2.933931 0.0 0.0 0.0 -1.704
C -1.246733 -3.844870 3.182096 0.0 0.0 0.0 0.574
C 0.079157 -3.438956 3.253326 0.0 0.0 0.0 -0.257
C 0.423493 -2.098692 3.403596 0.0 0.0 0.0 0.203
C 1.858254 -1.667537 3.532432 0.0 0.0 -0.1 -1.319
C -0.595445 -1.154324 3.461879 -0.1 0.0 0.0 1.605
C -1.935260 -1.544450 3.519256 0.0 0.0 0.0 0.630
C -3.012400 -0.535892 3.824381 0.0 0.0 0.0 -1.685
C -2.243709 -2.888174 3.354705 0.0 0.0 0.0 -0.294
C -0.277471 0.316584 3.499897 0.0 -0.1 0.0 -1.012
O -0.148250 0.892696 4.555711 0.1 0.1 0.1 -0.690
O -0.230842 0.934736 2.342947 0.0 -0.1 -0.1 -0.757
H -0.710017 -5.890890 2.779187 0.0 0.0 0.0 0.342
H -2.231687 -5.384784 2.044136 0.0 0.0 0.0 0.299
H -2.161842 -5.710646 3.770749 0.0 0.0 0.0 0.418
H 0.869554 -4.178821 3.169332 0.0 0.0 0.0 0.341
H 2.535882 -2.508482 3.381205 0.0 0.0 0.0 0.326
H 2.038965 -1.253343 4.526397 0.0 0.0 0.0 0.478
H 2.106103 -0.892350 2.805008 0.0 0.0 0.0 -0.110
H -2.835123 0.423617 3.335617 0.0 0.0 0.0 0.161
H -3.031390 -0.336665 4.898026 0.0 0.0 0.0 0.446
H -3.993636 -0.905240 3.524764 0.0 0.0 0.0 0.331
H -3.286251 -3.194562 3.352885 0.0 0.0 0.0 0.417
O 0.408797 0.299841 -1.512111 0.0 -0.1 -0.5 -0.689
Si 1.449633 0.173878 -2.743635 0.0 0.0 0.0 -0.239
C 2.439711 1.747319 -2.970750 0.0 0.0 0.0 0.611
C 3.651979 1.750539 -3.668276 0.0 0.0 0.0 -0.251
C 4.378025 2.918042 -3.845319 0.0 0.0 0.0 -0.853
C 3.903063 4.113610 -3.321906 0.0 0.0 0.0 -0.498
C 2.695124 4.135870 -2.642329 0.0 0.0 0.0 -0.606
C 1.968486 2.964034 -2.476178 0.0 0.0 0.0 -0.055
C 0.402154 -0.144459 -4.271918 -0.1 0.1 0.1 0.594
C 0.943605 -0.589999 -5.478532 0.0 0.0 0.0 -0.148
C 0.152891 -0.746973 -6.608210 0.0 0.0 0.0 -0.839
C -1.203133 -0.456737 -6.549586 0.0 0.0 0.0 -0.471
C -1.761371 -0.013976 -5.359082 0.0 0.0 0.0 -0.707
C -0.965477 0.139198 -4.231353 0.0 -0.1 0.0 -0.555
C 2.671578 -1.253886 -2.596798 0.0 0.0 0.0 0.908
C 2.335299 -2.527486 -3.064539 0.0 0.0 0.0 -0.417
C 3.228433 -3.587185 -2.981168 0.0 0.0 0.0 -0.830
C 4.485769 -3.390085 -2.425857 0.0 0.0 0.0 -0.686
C 4.835117 -2.138185 -1.939135 0.0 0.0 0.0 -0.839
C 3.933740 -1.085737 -2.021799 0.0 0.0 0.0 -0.047
H 4.044844 0.822480 -4.070357 0.0 0.0 0.0 0.341
H 5.320629 2.894503 -4.378615 0.0 0.0 0.0 0.395
H 4.478289 5.024040 -3.436922 0.0 0.0 0.0 0.395
H 2.321654 5.060377 -2.220736 0.0 0.0 0.0 0.491
H 1.032567 3.008036 -1.930312 0.0 0.0 0.0 0.113
H 2.001182 -0.826407 -5.537008 0.0 0.0 0.0 0.340
H 0.594260 -1.096849 -7.533693 0.0 0.0 0.0 0.385
H -1.822773 -0.576452 -7.430141 0.0 0.0 0.0 0.353
H -2.819161 0.214549 -5.307806 0.0 0.0 0.0 0.430
H -1.409886 0.477055 -3.301523 0.0 0.0 0.0 0.255
H 1.362077 -2.689968 -3.514479 0.0 0.0 0.0 0.482
H 2.945279 -4.566460 -3.348667 0.0 0.0 0.0 0.454
H 5.187061 -4.213993 -2.364842 0.0 0.0 0.0 0.410
H 5.807745 -1.978091 -1.488961 0.0 0.0 0.0 0.412
H 4.219565 -0.116079 -1.628274 0.0 0.0 0.0 0.577